The following is a DFT calculation (ωB97M-V with the def2-TZVPD basis set) of C67H56Br3N11O22 as an isolated structure in a non-equilibrium geometry.

The geometry in XYZ format:
```
159
Properties=species:S:1:pos:R:3:forces:R:3:lowdin_charge:R:1
C 5.50805 -2.45911 1.58722 0.098 0.812 0.659 -1.57
Br 6.08308 -3.55924 3.07945 -0.023 -0.077 -0.621 0.59
Br 6.65175 -2.47640 0.02606 -0.323 -0.223 0.450 0.59
Br 5.34190 -0.62827 2.28542 -0.020 -0.205 -0.303 0.52
H 4.49424 -2.72199 1.32490 0.051 -0.336 -0.234 -0.06
C 0.49336 5.70394 1.53369 -0.287 -0.173 0.614 -0.06
C 0.52611 5.94209 2.90895 -0.655 -0.250 -0.450 -0.06
C 0.68830 4.86964 3.77741 0.011 0.312 0.349 -0.01
C 0.95253 3.60198 3.28663 0.427 0.547 -0.231 -0.15
C 1.09527 3.38408 1.93205 0.266 0.243 -0.242 0.01
C 0.78796 4.43059 1.08946 0.527 0.085 -0.991 -0.07
N 1.11088 2.49159 4.21851 -0.984 0.544 -0.464 -0.34
O 0.73430 2.64428 5.34880 0.091 0.442 1.233 0.10
O 1.46080 1.43934 3.76434 0.782 -0.928 -0.755 0.08
H 0.17893 6.46115 0.82668 0.321 0.137 0.066 0.11
H 0.29351 6.93370 3.27119 0.113 -0.034 0.223 0.11
H 0.60362 5.01611 4.84530 0.042 -0.060 0.007 0.12
H 1.51982 2.51798 1.44823 -0.334 -0.490 0.551 0.12
H 0.91585 4.24288 0.02986 -0.242 0.107 -0.080 0.10
C 3.63128 -0.43126 -3.81548 0.075 -0.333 -0.307 -0.08
C 4.65772 0.24201 -3.16958 -0.288 0.494 0.625 -0.06
C 5.77139 0.68373 -3.85387 0.071 -0.133 -0.473 0.01
C 5.87131 0.36046 -5.19924 0.088 0.279 0.312 -0.18
C 4.91141 -0.36711 -5.85256 -1.066 -0.040 -0.419 -0.02
C 3.77031 -0.76169 -5.15631 0.470 -0.051 0.043 -0.06
N 7.02550 0.86779 -5.93989 0.519 -0.320 0.650 -0.36
O 8.03228 1.10200 -5.30323 0.106 0.208 0.263 0.08
O 6.94007 1.00954 -7.13163 -0.387 0.061 -1.012 0.08
H 2.72567 -0.70560 -3.29108 0.096 -0.039 0.132 0.11
H 4.55231 0.48471 -2.11725 0.018 -0.022 -0.124 0.10
H 6.51997 1.32453 -3.41142 0.076 -0.216 0.157 0.13
H 4.91876 -0.54734 -6.91895 0.540 -0.080 0.035 0.13
H 3.04408 -1.37437 -5.67369 -0.209 0.173 0.052 0.12
C 2.21708 -4.98176 -2.95249 -0.521 -1.113 -0.197 -0.07
C 3.11660 -4.11815 -2.37602 0.167 0.771 -0.401 -0.05
C 4.22277 -3.68199 -3.10933 0.139 -0.119 1.178 0.00
C 4.46512 -4.22049 -4.34781 -0.541 -0.085 0.071 -0.16
C 3.62392 -5.19146 -4.87190 0.010 0.346 -0.695 -0.01
C 2.49336 -5.58374 -4.18020 0.437 0.497 -0.247 -0.05
N 5.56229 -3.70226 -5.16241 0.655 0.050 0.255 -0.34
O 6.32935 -2.90124 -4.64930 -0.376 -0.271 -0.184 0.07
O 5.65988 -4.11620 -6.30015 -0.008 0.113 -0.131 0.08
H 1.30226 -5.26656 -2.44166 0.122 0.116 0.040 0.09
H 2.92337 -3.67607 -1.40729 0.089 -0.084 -0.064 0.07
H 4.89444 -2.98197 -2.63085 0.078 0.101 -0.320 0.09
H 3.79256 -5.51601 -5.88991 0.137 -0.244 0.129 0.12
H 1.85945 -6.29886 -4.68558 -0.293 -0.002 0.367 0.11
C 5.89424 4.00769 -5.61857 -0.815 -0.033 -0.803 -0.06
C 5.71269 4.46706 -4.32182 0.419 -0.158 -0.360 -0.06
C 4.54962 4.15002 -3.63693 0.701 -0.447 0.421 0.00
C 3.60681 3.35011 -4.25832 -0.244 0.642 -0.034 -0.16
C 3.72233 2.95536 -5.57348 0.526 -0.875 -0.475 0.00
C 4.88431 3.27714 -6.25708 0.648 0.499 0.515 -0.07
N 2.43860 2.90579 -3.48319 0.607 -0.561 -0.692 -0.34
O 2.36073 3.24193 -2.33338 -0.038 0.669 1.257 0.06
O 1.66274 2.15250 -4.01860 -0.576 -0.240 -0.447 0.08
H 6.76320 4.19994 -6.23760 0.252 0.148 0.504 0.12
H 6.53212 4.99190 -3.84560 -0.224 0.092 0.153 0.11
H 4.51548 4.34686 -2.57437 -0.441 0.215 -0.088 0.12
H 3.06512 2.21850 -6.01312 -0.425 0.320 0.114 0.12
H 5.12419 2.92517 -7.25056 -0.463 -0.157 -0.055 0.11
C -1.52583 1.22332 0.09568 -0.204 0.150 -0.022 -0.05
C -0.47764 1.70588 -0.67258 0.334 0.756 0.604 -0.06
C 0.72207 1.02867 -0.70080 0.023 -0.775 -0.061 0.00
C 0.75883 -0.23200 -0.10972 0.029 0.503 -0.254 -0.13
C -0.30093 -0.77211 0.58071 -0.198 -0.505 -0.031 0.01
C -1.45376 -0.01657 0.70679 -0.278 -0.052 -0.132 -0.06
N 1.98502 -0.99191 -0.29034 1.064 -0.670 0.189 -0.30
O 2.96964 -0.38769 -0.67715 -0.186 -0.037 0.052 0.05
O 2.01238 -2.19609 -0.05221 -0.587 0.656 0.159 0.05
H -2.40689 1.84020 0.24497 -0.058 -0.153 -0.242 0.11
H -0.54612 2.68520 -1.12052 -0.023 -0.047 -0.181 0.08
H 1.62358 1.40186 -1.16629 -0.285 0.119 -0.155 0.10
H -0.23566 -1.78114 0.96231 0.042 0.075 0.092 0.09
H -2.34176 -0.39197 1.20196 0.205 -0.074 0.208 0.09
C -2.77380 4.05957 4.47234 -0.660 -0.167 0.219 -0.07
C -2.64837 3.72556 5.81977 0.535 0.000 0.100 -0.06
C -2.23386 2.45952 6.20351 0.198 -0.232 0.257 -0.01
C -1.96583 1.50446 5.23945 -0.251 0.671 -0.793 -0.16
C -2.08845 1.83239 3.90474 -0.284 -0.149 -0.880 -0.02
C -2.55052 3.08355 3.51424 0.728 0.088 0.259 -0.07
N -1.47880 0.17132 5.59405 -0.360 0.692 -0.135 -0.35
O -1.54999 -0.70624 4.76953 -0.206 -0.424 -0.712 0.07
O -1.05209 0.04156 6.70216 0.511 -0.300 1.354 0.11
H -3.11335 5.04555 4.17926 0.154 0.037 0.035 0.11
H -2.73001 4.45809 6.61252 -0.311 0.145 -0.184 0.11
H -2.04306 2.23132 7.24248 -0.115 -0.047 0.017 0.12
H -1.82393 1.16262 3.09513 -0.007 -0.353 0.384 0.10
H -2.57225 3.30493 2.45349 -0.190 0.085 0.060 0.11
C 0.79481 -2.36129 4.14312 0.561 -0.408 -0.604 -0.07
C 1.66080 -1.42129 4.68062 -0.139 0.123 0.109 -0.05
C 2.78432 -1.84856 5.36123 0.089 0.399 0.437 0.00
C 3.05608 -3.19718 5.52826 -0.635 1.167 -0.471 -0.17
C 2.20815 -4.13537 4.99386 -0.107 -0.741 -0.241 0.00
C 1.10584 -3.70470 4.27527 -0.453 -0.080 0.083 -0.07
N 4.22398 -3.57010 6.29453 -0.601 -0.287 -0.056 -0.39
O 4.39575 -4.74368 6.47116 0.314 -1.640 0.110 0.08
O 4.92794 -2.71373 6.74446 0.806 1.260 0.351 0.08
H -0.05625 -2.12783 3.51659 -0.039 0.404 0.309 0.08
H 1.49900 -0.35290 4.61685 -0.153 -0.382 -0.086 0.07
H 3.40790 -1.09935 5.82896 0.221 -0.166 -0.075 0.12
H 2.39655 -5.19313 5.10833 0.130 0.036 0.058 0.12
H 0.41682 -4.41258 3.83041 0.201 -0.226 0.079 0.10
C -5.01565 -3.09903 1.96867 0.029 -0.371 0.000 -0.07
C -5.60084 -3.92087 1.01213 0.190 0.027 0.469 -0.07
C -6.55012 -4.82892 1.43462 -0.806 -1.070 -0.801 -0.02
C -6.90009 -4.97272 2.75941 0.438 0.810 0.210 -0.15
C -6.39492 -4.09049 3.69097 0.412 -0.317 0.796 0.00
C -5.44733 -3.17477 3.28979 0.940 0.358 -0.388 -0.06
N -7.78123 -6.05493 3.20226 -1.059 0.364 -0.384 -0.35
O -7.93229 -6.22539 4.39077 0.358 -0.051 0.250 0.09
O -8.39754 -6.65522 2.34248 0.283 -0.212 -0.129 0.08
H -4.15406 -2.48513 1.74034 -0.202 0.234 -0.163 0.09
H -5.26538 -3.95784 -0.01375 -0.065 0.269 -0.077 0.11
H -7.04368 -5.49078 0.72886 0.225 0.015 0.002 0.12
H -6.59774 -4.20173 4.74691 -0.255 -0.056 -0.068 0.12
H -4.86441 -2.59631 3.99680 -0.459 0.099 0.259 0.11
C -2.26615 -5.66343 0.43107 0.262 -0.164 -0.422 -0.06
C -1.54848 -4.63535 1.04587 -0.725 -0.307 0.112 -0.05
C -0.17526 -4.59967 0.95692 0.990 0.190 0.016 -0.02
C 0.49451 -5.62068 0.29642 -1.102 0.041 -0.441 -0.15
C -0.20811 -6.58680 -0.39901 0.070 -0.033 -0.500 -0.01
C -1.59764 -6.56540 -0.39012 0.358 -0.302 0.550 -0.06
N 1.94905 -5.63744 0.27007 0.035 -0.685 0.308 -0.35
O 2.50092 -6.48992 -0.39104 0.009 -0.204 -0.286 0.08
O 2.51945 -4.84281 0.97047 0.496 0.785 0.435 0.08
H -3.33225 -5.79441 0.57139 -0.013 0.372 -0.042 0.10
H -2.11049 -3.89980 1.60888 0.226 0.097 0.059 0.10
H 0.46193 -3.81406 1.35403 -0.345 -0.047 0.228 0.09
H 0.32260 -7.32584 -0.98612 0.038 0.027 0.130 0.12
H -2.11030 -7.33214 -0.95581 -0.197 0.071 0.122 0.11
C -8.26208 3.46246 2.82197 -0.730 0.165 0.254 -0.07
C -7.26898 3.00380 3.66800 0.145 -0.398 -0.130 -0.06
C -6.29737 2.15387 3.16776 0.525 0.150 0.225 0.00
C -6.34355 1.78897 1.83698 -0.475 0.676 0.502 -0.16
C -7.34204 2.23745 0.99476 0.380 -0.013 -0.513 0.00
C -8.29511 3.11203 1.47926 0.343 -0.140 -0.058 -0.06
N -5.32500 0.89981 1.32578 -0.713 -1.001 0.168 -0.35
O -5.39795 0.55785 0.17367 0.172 0.122 -1.082 0.09
O -4.54359 0.42479 2.11510 0.935 0.013 0.625 0.06
H -9.07831 4.03768 3.24627 0.174 0.243 -0.146 0.11
H -7.24691 3.26136 4.71679 -0.092 0.111 -0.003 0.11
H -5.47621 1.80637 3.78241 -0.120 -0.047 0.010 0.12
H -7.31028 1.90829 -0.03509 -0.151 0.116 -0.004 0.12
H -9.00766 3.52503 0.78180 -0.291 -0.041 0.190 0.11
C -3.51482 6.44882 -6.36687 0.193 0.107 -0.020 -0.07
C -4.01227 5.22031 -5.97472 0.020 -0.719 -0.463 -0.07
C -3.38882 4.47959 -4.98171 -0.488 0.280 0.069 0.00
C -2.36304 5.08557 -4.29553 0.040 0.186 0.111 -0.16
C -1.95913 6.37703 -4.54457 0.529 0.540 -0.640 0.00
C -2.45879 7.01947 -5.66419 -0.660 0.182 0.230 -0.06
N -1.63642 4.32633 -3.28728 -0.543 0.306 -0.502 -0.36
O -0.67188 4.83035 -2.78840 1.264 0.766 0.763 0.08
O -2.03330 3.22678 -3.03589 -0.634 -1.485 0.383 0.09
H -3.94586 6.95239 -7.22128 -0.002 0.060 0.021 0.11
H -4.81397 4.74756 -6.52930 -0.082 0.175 0.047 0.11
H -3.74307 3.49898 -4.70064 0.176 -0.053 -0.083 0.12
H -1.22071 6.88953 -3.94634 0.152 -0.352 0.079 0.12
H -2.08469 7.99635 -5.93361 0.004 0.039 -0.009 0.11
```
Forces are in eV/Å.

Summary:
HOMO energy	-0.34433	Eh
E_LUMO	-1.099	eV
Kohn-Sham gap	8.27	eV

***

The following is a DFT calculation (ωB97M-V with the def2-TZVPD basis set) of C30H46BrIrN3P2 as an isolated structure in a non-equilibrium geometry.

The geometry in XYZ format:
```
83
Properties=species:S:1:pos:R:3:forces:R:3:lowdin_spin:R:1
C -3.59719 -4.03028 1.74570 1.119 0.152 0.347 0.15
C -2.19818 -3.75145 1.57160 -0.353 -0.014 0.429 0.06
C -1.29034 -4.71817 2.08323 -0.735 -0.160 0.566 0.15
C -1.77747 -5.74033 2.90889 1.155 -1.211 0.768 0.08
N -3.07584 -5.89272 3.17374 1.578 2.835 -2.636 0.82
C -3.95300 -5.08935 2.58589 -2.076 -0.304 0.333 0.08
C -1.62003 -2.53609 1.14388 0.097 -1.108 -0.081 0.51
C -0.68756 -1.64524 0.96714 0.233 -0.991 1.055 0.06
C -0.24909 -0.47581 1.75226 0.135 0.105 1.375 0.07
C 0.36088 0.56047 0.99262 1.422 0.612 0.578 0.02
C 0.55402 1.87323 1.60498 0.422 -0.495 0.486 0.06
C 0.43609 2.02863 3.01150 -1.275 -1.126 -2.009 0.00
C -0.29939 1.00552 3.69943 0.424 -0.466 -0.399 0.08
C -0.63960 -0.20966 3.09674 -0.378 0.470 -0.128 0.00
Ir -1.34323 -0.37210 -0.30625 -1.699 1.298 0.012 1.39
P -0.56417 -0.08453 -2.35382 0.736 0.203 -2.172 0.11
H -0.21699 -4.60689 1.92414 -0.346 -0.300 0.204 0.01
H -4.35854 -3.37386 1.31508 0.120 -0.478 0.311 0.01
H -1.06982 -6.42741 3.38165 -0.217 0.048 -0.107 0.01
H -5.00865 -5.26882 2.80823 0.141 -0.003 -0.103 0.02
H -1.25441 -0.94360 3.65062 0.507 0.496 -0.342 0.00
H 1.16552 0.29344 0.24971 -1.426 0.368 0.465 0.01
H -0.57492 1.19199 4.73098 0.049 -0.105 0.031 0.00
H 0.99833 2.65885 0.96524 -0.203 -0.426 0.661 0.00
C -0.17868 1.73770 -2.22278 -0.149 0.199 -0.008 0.04
C 0.97116 2.25646 -3.07765 0.436 0.185 -0.204 0.01
H -0.02733 1.96947 -1.14872 -0.034 -0.067 -0.580 0.00
H -1.08165 2.30389 -2.50992 0.669 -0.414 0.117 0.00
H 1.00233 3.35329 -2.96803 0.056 -0.395 -0.081 0.00
H 1.94793 1.86442 -2.75240 -0.342 0.082 -0.322 0.00
H 0.80142 2.03645 -4.14388 0.332 0.085 0.498 0.00
C 0.92943 -1.06650 -2.60149 0.662 0.077 0.256 0.03
C 0.68407 -2.52880 -2.93208 -0.058 -0.482 -0.107 0.00
H 1.49131 -0.98575 -1.66647 -0.223 -0.216 -0.283 0.00
H 1.53889 -0.61090 -3.39102 -0.114 0.111 0.067 0.00
H 1.63766 -3.05219 -3.06651 -0.142 0.212 0.025 0.00
H 0.13629 -3.07251 -2.15088 -0.015 0.243 -0.171 0.00
H 0.14972 -2.60996 -3.87738 0.002 -0.217 0.049 0.00
C -1.55595 -0.39188 -3.87175 -0.631 -0.153 0.467 0.02
C -1.00319 0.25149 -5.14586 0.258 0.221 -0.254 0.01
H -2.59421 -0.07608 -3.66971 0.261 -0.084 -0.156 0.00
H -1.60613 -1.48521 -3.98928 -0.067 0.303 0.146 0.00
H -1.69337 0.07625 -5.97995 0.086 -0.048 0.266 0.00
H -0.88873 1.33920 -5.05224 -0.080 -0.303 -0.061 0.00
H -0.03709 -0.18376 -5.44113 -0.244 0.170 0.143 0.00
Br 1.13191 3.46758 3.93564 -0.094 0.177 -0.049 0.00
P 3.74720 0.15162 0.99921 0.212 1.720 0.796 0.59
C 3.30728 0.66563 -0.66988 -0.614 -0.621 -0.581 0.07
C 4.66398 0.76861 -1.37633 0.617 0.098 -0.208 0.04
H 2.77906 1.63440 -0.63372 0.143 -0.438 0.097 0.01
H 2.67153 -0.06516 -1.17927 0.468 0.314 0.213 0.00
H 4.57937 0.56432 -2.44575 -0.012 -0.004 0.129 0.00
H 5.11763 1.75773 -1.26410 -0.083 -0.156 0.077 0.00
H 5.34960 0.03447 -0.93064 0.098 0.174 -0.482 0.02
C 3.75370 1.78717 1.78945 0.422 0.454 0.251 0.08
C 4.73705 2.09531 2.90866 0.145 0.088 0.252 0.01
H 2.75212 1.86947 2.22580 0.111 -0.152 -0.189 0.02
H 3.81893 2.55682 0.99596 0.083 -0.508 0.261 0.00
H 4.44832 3.06797 3.32903 0.237 -0.286 -0.009 0.00
H 4.67044 1.34528 3.70143 0.111 0.141 0.008 0.00
H 5.76962 2.16170 2.55697 -0.164 -0.051 0.060 0.00
C 2.99866 -1.10721 2.06104 -0.198 -0.688 -0.069 0.10
C 4.11949 -1.99366 2.64782 0.398 -0.213 -0.075 0.02
H 2.29753 -1.69226 1.44863 0.184 0.002 0.143 0.00
H 2.42868 -0.62531 2.86714 0.122 0.176 -0.242 0.01
H 3.72107 -2.76164 3.31981 -0.069 0.275 -0.133 0.00
H 4.67469 -2.51078 1.85419 -0.172 0.122 0.169 0.00
H 4.84893 -1.39911 3.21209 -0.227 -0.103 -0.070 0.00
C -4.23608 3.95435 -2.13920 -0.366 0.635 -0.105 0.01
C -3.84590 2.87184 -1.20256 0.460 -0.349 0.223 0.03
C -4.22486 2.63223 0.10936 -0.195 -0.348 0.381 0.01
C -3.65831 1.40867 0.50358 -0.142 0.962 -1.234 0.01
N -2.80680 1.01492 -0.48886 -1.442 -0.168 -0.189 0.11
N -2.98805 1.88166 -1.52162 -0.460 0.502 -0.861 0.02
C -4.00371 0.48252 1.60333 0.123 0.105 0.655 0.00
H -4.90133 3.59903 -2.95131 0.367 0.071 0.428 0.00
H -4.80032 4.69769 -1.55209 0.169 -0.240 -0.386 0.00
H -3.37547 4.48494 -2.59064 -0.322 -0.422 0.233 0.00
H -4.86129 3.29134 0.67449 -0.211 -0.214 0.126 0.00
H -2.76297 1.65106 -2.49583 -0.106 -0.093 0.960 0.00
H -4.28635 1.02474 2.51375 0.131 -0.179 -0.191 0.00
H -4.84572 -0.17331 1.33256 0.185 0.371 -0.128 0.00
H -3.14993 -0.16557 1.80785 0.001 -0.064 0.288 0.00
```
Forces are in eV/Å.

Summary:
2S+1	6
⟨S²⟩	8.85
HOMO energy (alpha / beta)	-0.68754 / -0.71472	Eh
E_LUMO (alpha / beta)	-11.712 / -14.399	eV
total charge	+4
Kohn-Sham gap (alpha / beta)	7.00 / 5.05	eV

***

Result set for E: -341920.6104, -127737.5062 eV, one per record in the order listed.